C4H7Br | ωB97M-V/def2-TZVPD

Properties
Gap between HOMO and LUMO (spin up / spin down) in Eh: 0.2851 / 0.2522
Highest occupied orbital energy (spin up / spin down) in eV: -6.7 / -10.4
E_LUMO (spin up / spin down) in Eh: 0.039 / -0.129
Spin multiplicity: 3

```
12
C4H7Br ωB97M-V/def2-TZVPD
C 0.027 1.053 0.725
C 0.364 0.945 -0.764
C -0.301 -0.116 -0.047
C 0.178 -1.465 -0.018
Br -2.724 -0.007 -0.031
H 0.948 0.942 1.449
H -0.750 1.799 1.020
H -0.078 1.599 -1.554
H 1.384 0.653 -0.812
H -0.593 -2.197 0.166
H 0.840 -1.641 0.874
H 0.705 -1.565 -1.009
```

What are the Löwdin partial charges on each atom? They are as follows, in elementary charge units: number 1, C, carries -0.180; number 2, C, carries -0.156; number 3, C, carries -0.704; number 4, C, carries -0.123; number 5, Br, carries 0.480; number 6, H, carries 0.142; number 7, H, carries 0.083; number 8, H, carries 0.117; number 9, H, carries 0.086; number 10, H, carries 0.051; number 11, H, carries 0.099; number 12, H, carries 0.106

C50H51OP3RuS | ωB97M-V/def2-TZVPD

Properties
Gap between HOMO and LUMO (spin up / spin down) in Eh: 0.2274 / 0.1437
Highest occupied orbital energy (spin up / spin down) in eV: -18.5 / -18.5
E_LUMO (spin up / spin down) in Eh: -0.452 / -0.537
Total charge: +4
Spin multiplicity: 5

```
107
C50H51OP3RuS ωB97M-V/def2-TZVPD
Ru -0.011 -0.167 -0.298
O -0.058 1.373 -2.848
S 0.921 1.265 -1.765
C 1.240 2.836 -1.052
C 2.203 3.685 -1.582
C 2.298 4.964 -1.058
C 1.435 5.372 -0.044
C 0.468 4.511 0.464
C 0.365 3.217 -0.032
P -0.963 2.054 0.457
C -2.466 2.874 -0.094
C -3.065 3.898 0.654
C -4.140 4.588 0.125
C -4.603 4.280 -1.149
C -4.004 3.268 -1.891
C -2.935 2.560 -1.368
C -0.975 2.095 2.280
C -2.224 1.916 2.993
C -2.263 2.073 4.338
C -1.049 2.348 5.041
C 0.210 2.472 4.347
C 0.249 2.320 3.002
C 2.420 0.545 -2.311
C 2.844 0.708 -3.621
C 4.027 0.080 -3.990
C 4.746 -0.670 -3.063
C 4.302 -0.816 -1.749
C 3.111 -0.222 -1.365
P 2.377 -0.254 0.289
C 3.305 0.953 1.242
C 4.042 1.956 0.607
C 4.846 2.801 1.356
C 4.910 2.659 2.736
C 4.175 1.663 3.375
C 3.365 0.815 2.635
C 2.507 -1.758 1.253
C 3.710 -2.441 1.431
C 3.780 -3.481 2.345
C 2.668 -3.819 3.112
C 1.480 -3.116 2.973
C 1.398 -2.094 2.036
H 2.849 3.369 -2.395
H 3.036 5.653 -1.451
H 1.505 6.381 0.344
H -0.213 4.864 1.231
H -2.694 4.176 1.636
H -4.614 5.371 0.703
H -5.427 4.842 -1.569
H -4.371 3.031 -2.882
H -2.458 1.788 -1.959
H -3.132 1.689 2.447
H -3.198 1.988 4.878
H -1.070 2.437 6.125
H 1.113 2.695 4.903
H 1.188 2.419 2.470
H 2.267 1.293 -4.331
H 4.391 0.181 -5.005
H 5.665 -1.156 -3.369
H 4.885 -1.402 -1.051
H 4.029 2.055 -0.471
H 5.442 3.558 0.861
H 5.544 3.318 3.316
H 4.254 1.534 4.448
H 2.806 0.032 3.139
H 4.601 -2.157 0.883
H 4.714 -4.011 2.485
H 2.737 -4.623 3.833
H 0.631 -3.358 3.602
H 0.489 -1.517 1.968
C -2.456 -2.911 1.723
C -2.072 -3.619 0.419
C -3.302 -4.231 -0.243
C -0.983 -4.659 0.675
P -1.395 -2.284 -0.818
C -2.845 -1.370 -1.340
C -3.335 -0.389 -0.454
C -4.513 0.288 -0.724
C -5.220 -0.009 -1.878
C -4.751 -0.983 -2.763
C -3.572 -1.653 -2.505
C -0.489 -3.002 -2.287
C -1.119 -4.266 -2.883
C -0.409 -1.903 -3.358
C 0.936 -3.309 -1.798
H -2.784 -3.668 2.440
H -3.287 -2.222 1.585
H -1.610 -2.380 2.170
H -3.629 -5.039 0.420
H -3.097 -4.682 -1.212
H -4.125 -3.525 -0.338
H -1.356 -5.348 1.439
H -0.061 -4.223 1.047
H -0.765 -5.259 -0.206
H -2.810 -0.196 0.471
H -4.901 1.020 -0.025
H -6.148 0.510 -2.093
H -5.320 -1.225 -3.652
H -3.240 -2.412 -3.197
H -2.148 -4.130 -3.209
H -1.073 -5.123 -2.215
H -0.535 -4.524 -3.770
H -1.325 -1.808 -3.934
H 0.398 -2.146 -4.055
H -0.197 -0.919 -2.948
H 0.965 -4.073 -1.022
H 1.432 -2.417 -1.414
H 1.525 -3.671 -2.645
```

Here are the Löwdin charges for atoms 1 to 99, given in e: number 1, Ru, carries 0.691; number 2, O, carries -0.344; number 3, S, carries 0.774; number 4, C, carries -0.369; number 5, C, carries -0.032; number 6, C, carries 0.005; number 7, C, carries 0.011; number 8, C, carries -0.035; number 9, C, carries -0.337; number 10, P, carries 1.039; number 11, C, carries -0.368; number 12, C, carries -0.081; number 13, C, carries -0.027; number 14, C, carries -0.008; number 15, C, carries -0.038; number 16, C, carries -0.117; number 17, C, carries -0.235; number 18, C, carries -0.035; number 19, C, carries 0.018; number 20, C, carries 0.120; number 21, C, carries 0.025; number 22, C, carries -0.045; number 23, C, carries -0.395; number 24, C, carries -0.016; number 25, C, carries 0.009; number 26, C, carries 0.014; number 27, C, carries -0.019; number 28, C, carries -0.362; number 29, P, carries 1.044; number 30, C, carries -0.340; number 31, C, carries -0.072; number 32, C, carries -0.026; number 33, C, carries -0.014; number 34, C, carries -0.039; number 35, C, carries -0.094; number 36, C, carries -0.389; number 37, C, carries -0.048; number 38, C, carries -0.012; number 39, C, carries -0.012; number 40, C, carries -0.060; number 41, C, carries -0.156; number 42, H, carries 0.134; number 43, H, carries 0.140; number 44, H, carries 0.138; number 45, H, carries 0.125; number 46, H, carries 0.109; number 47, H, carries 0.130; number 48, H, carries 0.133; number 49, H, carries 0.130; number 50, H, carries 0.096; number 51, H, carries 0.124; number 52, H, carries 0.145; number 53, H, carries 0.149; number 54, H, carries 0.139; number 55, H, carries 0.101; number 56, H, carries 0.141; number 57, H, carries 0.140; number 58, H, carries 0.139; number 59, H, carries 0.114; number 60, H, carries 0.099; number 61, H, carries 0.129; number 62, H, carries 0.132; number 63, H, carries 0.126; number 64, H, carries 0.111; number 65, H, carries 0.109; number 66, H, carries 0.134; number 67, H, carries 0.133; number 68, H, carries 0.124; number 69, H, carries 0.052; number 70, C, carries -0.074; number 71, C, carries -0.616; number 72, C, carries -0.043; number 73, C, carries -0.064; number 74, P, carries 1.166; number 75, C, carries -0.372; number 76, C, carries -0.158; number 77, C, carries -0.076; number 78, C, carries -0.010; number 79, C, carries -0.003; number 80, C, carries -0.057; number 81, C, carries -0.667; number 82, C, carries -0.047; number 83, C, carries -0.072; number 84, C, carries -0.080; number 85, H, carries 0.112; number 86, H, carries 0.076; number 87, H, carries 0.058; number 88, H, carries 0.123; number 89, H, carries 0.080; number 90, H, carries 0.094; number 91, H, carries 0.116; number 92, H, carries 0.057; number 93, H, carries 0.078; number 94, H, carries 0.055; number 95, H, carries 0.127; number 96, H, carries 0.135; number 97, H, carries 0.135; number 98, H, carries 0.100; number 99, H, carries 0.079

CH21O13 | ωB97M-V/def2-TZVPD

Properties
Gap between HOMO and LUMO in Eh: 0.2875
Highest occupied orbital energy in eV: -6.4
E_LUMO in Eh: 0.050
Total charge: -1

```
35
CH21O13 ωB97M-V/def2-TZVPD
C -0.310 0.293 0.386
O -0.787 -0.850 0.845
O 0.951 0.440 -0.136
O -1.083 1.237 0.436
H 1.290 -0.457 -0.052
O 0.416 -1.717 3.118
H 1.231 -1.461 2.964
H -0.172 -1.410 2.349
O -0.367 2.589 2.703
H -0.755 2.059 1.968
H 0.471 2.681 2.478
O 1.937 2.354 1.508
H 1.829 1.739 0.930
H 2.903 2.224 1.798
O -3.793 1.543 -0.483
H -4.182 0.967 -1.004
H -2.908 1.285 -0.149
O 2.475 -1.897 -0.484
H 2.384 -1.933 -1.463
H 3.472 -1.877 -0.475
O 1.791 -1.872 -2.585
H 2.571 -1.970 -3.092
H 1.000 -2.377 -2.861
O -0.427 2.540 -1.890
H -0.613 2.052 -1.100
H 0.195 1.991 -2.376
O 1.087 0.779 -3.026
H 1.758 0.945 -3.640
H 1.268 -0.094 -2.676
O -2.918 -0.967 2.467
H -2.238 -1.006 1.868
H -2.822 -0.101 2.884
O -2.105 -2.523 -0.647
H -2.082 -3.350 -0.339
H -1.466 -1.856 -0.220
```

What are the Löwdin partial charges on each atom? They are as follows, in elementary charge units: number 1, C, carries -0.625; number 2, O, carries -0.122; number 3, O, carries 0.089; number 4, O, carries 0.006; number 5, H, carries 0.067; number 6, O, carries -0.040; number 7, H, carries -0.083; number 8, H, carries 0.031; number 9, O, carries -0.034; number 10, H, carries 0.015; number 11, H, carries -0.116; number 12, O, carries 0.015; number 13, H, carries -0.103; number 14, H, carries 0.114; number 15, O, carries -0.008; number 16, H, carries -0.067; number 17, H, carries 0.023; number 18, O, carries -0.087; number 19, H, carries -0.131; number 20, H, carries 0.071; number 21, O, carries 0.047; number 22, H, carries 0.090; number 23, H, carries 0.152; number 24, O, carries -0.073; number 25, H, carries -0.041; number 26, H, carries -0.046; number 27, O, carries -0.011; number 28, H, carries 0.030; number 29, H, carries 0.012; number 30, O, carries -0.031; number 31, H, carries -0.082; number 32, H, carries 0.046; number 33, O, carries -0.061; number 34, H, carries -0.063; number 35, H, carries 0.018

These records have maximum force values of 2.53; 0.87; 9.91 eV/A, in the order they appear.
These records have energy above the lowest of the compared OMol25 structures with the same formula, charge and spin values of 0.000; 0.730; 4.505 eV, in the order they appear.